{"formula": "C25H38BrCrN4O2S2Si", "method": "ωB97M-V/def2-TZVPD", "homo_energy_ev": [-0.7, -0.8], "mol_weight_g_mol": 650.72, "spin_multiplicity": 6, "lumo_energy_ev": [4.4, 4.4], "total_energy_ev": -164608.53829, "max_force_ev_per_a": 0.8, "s2": 8.8078, "charge": -2, "homo_lumo_gap_ev": [5.2, 5.2], "species": ["Cr", "N", "C", "S", "N", "N", "C", "C", "C", "C", "C", "C", "C", "O", "H", "H", "H", "H", "H", "H", "H", "O", "N", "C", "C", "C", "C", "C", "S", "H", "H", "H", "H", "C", "C", "C", "C", "Si", "Br", "C", "C", "C", "C", "C", "C", "C", "C", "H", "H", "H", "H", "H", "H", "H", "H", "H", "H", "H", "H", "H", "H", "H", "H", "H", "H", "H", "H", "H", "H", "H", "H", "H", "H", "H"], "xyz": [[-0.4793, 2.5951, -0.9892], [-4.1123, 2.2407, 1.6452], [-2.9957, 2.2841, 0.7117], [-2.7025, 2.7608, -1.9868], [-1.8440, 2.3998, 1.5717], [-0.6733, 2.2210, 0.9862], [0.3382, 1.9741, 1.7763], [1.7501, 2.0522, 1.4558], [2.6845, 1.6842, 2.4268], [4.0532, 1.7712, 2.2143], [4.5087, 2.2552, 0.9891], [3.6053, 2.6431, 0.0127], [2.2154, 2.5566, 0.2155], [1.3979, 2.9504, -0.7177], [-4.8074, 2.9379, 1.4078], [-3.7197, 2.4684, 2.5517], [0.0639, 1.7891, 2.8119], [2.3103, 1.3105, 3.3763], [4.7497, 1.4644, 2.9856], [5.5740, 2.3334, 0.7960], [3.9415, 3.0262, -0.9441], [-0.9273, 4.3852, -0.4370], [-2.2530, 4.5937, -0.1088], [-2.5921, 5.8375, 0.2081], [-3.8896, 6.2620, 0.3046], [-4.8903, 5.3113, -0.0885], [-4.5726, 4.0485, -0.4276], [-3.1763, 3.4989, -0.3748], [-2.9244, 0.7395, -0.3150], [-1.7381, 6.4841, 0.3636], [-4.1201, 7.2770, 0.5897], [-5.9282, 5.6259, -0.1531], [-5.3209, 3.3609, -0.8042], [-0.5876, -1.7336, 2.0788], [0.5774, -2.4409, 1.3639], [0.5011, -3.9497, 1.6433], [1.8606, -1.9072, 2.0118], [0.4989, -1.9990, -0.5239], [0.1710, 1.1677, -2.8818], [2.2190, -2.1922, -1.3955], [2.9381, -3.5008, -1.0316], [2.0816, -2.1511, -2.9239], [3.0970, -0.9871, -1.0123], [-0.9034, -2.9829, -1.4290], [-0.4857, -4.4211, -1.7724], [-1.2998, -2.2571, -2.7254], [-2.1794, -3.0396, -0.5765], [-0.5213, -1.9350, 3.1584], [-1.5669, -2.0649, 1.7378], [-0.5450, -0.6520, 1.9315], [0.5862, -4.1228, 2.7265], [1.3115, -4.5012, 1.1571], [-0.4433, -4.3874, 1.3172], [1.8173, -2.1086, 3.0917], [1.9628, -0.8283, 1.8861], [2.7648, -2.3816, 1.6291], [2.3562, -4.3805, -1.3207], [3.1563, -3.5815, 0.0340], [3.8983, -3.5484, -1.5669], [1.5522, -3.0197, -3.3218], [3.0896, -2.1512, -3.3633], [1.5712, -1.2465, -3.2587], [3.3052, -0.9208, 0.0546], [2.6255, -0.0476, -1.3130], [4.0609, -1.0642, -1.5366], [0.3585, -4.4509, -2.4647], [-1.3269, -4.9351, -2.2605], [-0.2131, -5.0006, -0.8866], [-0.4816, -2.1733, -3.4407], [-1.6562, -1.2449, -2.5236], [-2.1145, -2.8184, -3.2061], [-2.0589, -3.6277, 0.3349], [-2.9729, -3.5143, -1.1700], [-2.5298, -2.0411, -0.3057]], "forces_ev_per_a": [[-0.068, 0.749, 0.270], [0.046, -0.073, -0.024], [0.050, 0.181, 0.040], [0.256, -0.189, 0.168], [0.025, -0.164, -0.245], [-0.199, -0.054, 0.156], [0.182, 0.021, -0.035], [-0.226, -0.013, 0.033], [0.062, -0.054, 0.042], [-0.052, 0.003, -0.072], [-0.042, 0.016, -0.001], [0.052, -0.019, 0.031], [0.034, -0.006, -0.079], [-0.124, 0.025, -0.006], [-0.025, 0.032, -0.022], [-0.010, 0.019, 0.014], [0.040, 0.010, 0.041], [0.007, 0.015, -0.007], [0.001, 0.005, 0.003], [-0.010, -0.006, -0.003], [-0.006, -0.014, 0.012], [-0.089, -0.101, -0.044], [0.098, -0.125, -0.027], [-0.036, 0.069, 0.063], [-0.046, -0.102, -0.048], [0.031, 0.104, 0.082], [0.070, -0.048, -0.047], [-0.010, -0.077, 0.096], [-0.091, 0.096, 0.012], [0.005, -0.005, 0.010], [-0.006, -0.014, 0.006], [0.006, -0.004, -0.016], [0.000, 0.009, 0.006], [0.010, -0.012, 0.047], [-0.036, -0.015, 0.038], [0.038, -0.008, 0.019], [-0.012, 0.016, 0.042], [-0.082, 0.146, -0.024], [0.165, -0.378, -0.418], [0.020, -0.009, -0.025], [0.043, 0.022, -0.009], [0.021, -0.014, -0.027], [0.009, -0.007, -0.041], [-0.038, -0.009, -0.006], [-0.020, -0.020, -0.035], [-0.022, 0.002, -0.020], [-0.037, -0.030, -0.049], [-0.005, 0.010, -0.033], [0.029, 0.009, 0.013], [-0.017, -0.011, -0.006], [-0.011, 0.000, -0.028], [-0.013, 0.021, 0.020], [0.020, 0.013, 0.006], [0.003, 0.012, -0.018], [-0.009, -0.005, -0.034], [0.000, -0.003, 0.001], [0.012, 0.020, 0.001], [-0.003, 0.014, -0.007], [-0.027, 0.000, 0.021], [0.027, 0.030, 0.008], [-0.035, 0.000, 0.004], [0.027, -0.013, 0.027], [0.006, -0.009, 0.017], [0.014, -0.054, -0.011], [-0.027, 0.015, 0.031], [-0.042, -0.005, 0.031], [0.019, 0.001, 0.013], [-0.011, 0.017, -0.004], [-0.034, -0.009, 0.039], [0.029, -0.029, 0.018], [0.027, 0.017, -0.001], [-0.004, 0.014, -0.027], [0.011, -0.007, 0.017], [0.034, -0.022, 0.004]]}